(1)
Below is a cluster of 6 separate species, CH14N2O5 in total, with properties calculated with ωB97M-V with the def2-TZVPD basis set.

Summary:
energy = -14479.49441 eV
multiplicity = 1
relative energy (zero: lowest compared OMol25 entry of this formula, charge and spin) = 289.3 kJ/mol
SMILES string = [H]/N=C/N.O.O.O.O.O
total charge = 0
HOMO level = -0.3303 hartree
frontier orbital gap = 9.42 eV

Last column: Löwdin charge in e.
CARTESIAN COORDINATES (ANGSTROEM)
1 H 2.51 -0.62 2.17  0.10
2 H 0.20 -3.17 -0.78  0.02
3 H 1.98 -1.23 0.03  -0.02
4 O 2.36 0.35 2.17  0.02
5 O 2.71 -1.40 -0.54  -0.05
6 O 0.35 1.65 -1.30  -0.12
7 H -3.30 1.29 1.31  -0.02
8 H -2.35 -0.97 -2.85  0.09
9 H -2.63 -2.42 -0.81  0.13
10 H -0.90 -0.50 -2.29  0.05
11 O 0.37 1.94 1.42  -0.08
12 H 2.37 0.46 3.02  -0.04
13 H 0.34 2.75 2.00  0.08
14 C -1.59 -2.12 -1.19  -0.32
15 N -0.33 -2.45 -1.21  0.07
16 H -0.37 1.29 -0.71  0.03
17 N -1.73 -1.00 -2.01  -0.01
18 H 3.07 -0.69 -1.08  0.05
19 H -0.05 2.45 -1.74  0.06
20 H 1.12 1.37 1.49  -0.03
21 H -1.95 1.72 1.45  -0.03
22 O -2.80 1.85 1.81  0.01

=====

(2)
Below is the molecule C4H8O, with properties calculated with ωB97M-V with the def2-TZVPD basis set.

Summary:
energy = -6323.28637 eV
multiplicity = 1
relative energy (zero: lowest compared OMol25 entry of this formula, charge and spin) = 181.5 kJ/mol
SMILES string = CC[C@@H]1CO1
total charge = 0
HOMO level = -0.3777 hartree
frontier orbital gap = 11.48 eV

Last column: Löwdin charge in e.
CARTESIAN COORDINATES (ANGSTROEM)
1 H -1.58 -1.36 -0.67  0.09
2 H 2.86 0.36 0.48  0.08
3 C -1.73 -0.46 -0.05  -0.13
4 H -0.53 0.65 -1.19  0.13
5 H -0.82 1.43 0.36  0.13
6 H 0.77 -0.47 1.50  0.14
7 C -0.52 0.44 -0.07  -0.21
8 H -2.57 0.14 -0.44  0.08
9 C 2.00 0.29 -0.08  -0.07
10 H 2.01 0.89 -0.96  0.10
11 O 1.48 -1.04 -0.28  0.00
12 C 0.74 -0.21 0.46  -0.39
13 H -2.10 -0.67 0.91  0.05

=====

(3)
Below is a structure of composition C17H13BrN2O6Y, with properties calculated with ωB97M-V with the def2-TZVPD basis set.

Summary:
energy = -104186.40631 eV
multiplicity = 1
relative energy (zero: lowest compared OMol25 entry of this formula, charge and spin) = 420.4 kJ/mol
total charge = -1
HOMO level = -0.0930 hartree
frontier orbital gap = 2.12 eV

Last column: Löwdin charge in e.
CARTESIAN COORDINATES (ANGSTROEM)
1 C -2.33 -2.13 0.44  -0.07
2 C 3.28 0.24 -0.95  -0.19
3 C -3.66 -2.29 0.01  0.11
4 O -6.22 -4.82 -0.24  0.04
5 O -6.29 -2.70 -0.78  0.05
6 N -5.63 -3.69 -0.31  -0.29
7 H 0.19 6.36 -1.42  0.04
8 H 2.24 -1.30 -2.20  0.09
9 Br 1.13 2.89 0.55  0.23
10 H 1.34 -2.27 0.12  0.09
11 O -2.10 -6.77 1.57  0.05
12 H 4.51 5.90 -1.52  0.03
13 C 1.21 6.29 -1.12  -0.24
14 H -4.19 -1.44 -0.40  0.13
15 C 2.49 -0.93 -1.24  -0.19
16 C 2.00 -1.45 0.01  -0.19
17 H 1.10 6.56 1.09  0.04
18 H 3.73 0.88 -1.67  0.10
19 H -4.08 -5.61 0.68  0.13
20 O -2.08 0.05 -0.52  0.04
21 C 3.12 6.24 0.19  -0.23
22 H 2.25 -0.70 2.10  0.11
23 C 2.48 -0.60 1.07  -0.18
24 N -1.55 -5.62 1.51  -0.28
25 C -3.60 -4.64 0.62  0.11
26 C 1.70 6.39 0.22  -0.26
27 H 3.77 6.27 1.04  0.04
28 H 3.79 1.21 1.00  0.09
29 C -2.27 -4.50 1.04  -0.14
30 C 3.51 6.05 -1.17  -0.23
31 H 2.30 5.96 -3.04  0.03
32 Y 1.07 0.65 -0.29  0.97
33 C 3.30 0.42 0.48  -0.20
34 O -0.38 -0.75 0.68  -0.20
35 H -0.61 -3.15 1.26  0.12
36 C 2.33 6.08 -1.98  -0.23
37 C -1.64 -3.25 0.96  0.10
38 C -4.30 -3.54 0.11  -0.13
39 C -1.61 -0.81 0.22  -0.56
40 O -0.33 -5.51 1.87  0.05

=====

(4)
Below is a cluster of 5 separate species, C37H80N4O5 in total, with properties calculated with ωB97M-V with the def2-TZVPD basis set.

Summary:
energy = -55857.84181 eV
multiplicity = 1
relative energy (zero: lowest compared OMol25 entry of this formula, charge and spin) = 26.3 kJ/mol
SMILES string = CC1(C)CCCC(C)(C)N1O.CC1(C)CCCC(C)(C)N1O.CC1(C)CCCC(C)(C)N1O.CC1(C)CCCC(C)(C)N1O.CO
total charge = 0
HOMO level = -0.3112 hartree
frontier orbital gap = 8.97 eV

Last column: Löwdin charge in e.
CARTESIAN COORDINATES (ANGSTROEM)
1 H 13.56 15.77 16.68  0.12
2 H 8.44 12.22 11.80  0.08
3 H 5.40 8.87 13.36  0.10
4 O 8.42 12.95 14.85  -0.07
5 H 12.13 18.08 18.17  0.11
6 C 12.67 9.96 8.12  -0.51
7 H 12.14 19.18 16.14  0.04
8 H 10.76 18.05 13.97  0.09
9 H 14.56 18.35 10.71  0.09
10 H 11.23 14.54 14.51  0.06
11 O 13.42 7.97 9.15  -0.04
12 C 12.69 17.22 15.46  -0.47
13 H 11.13 8.71 7.08  0.09
14 C 13.58 17.90 10.79  -0.03
15 H 5.51 11.35 16.08  0.06
16 C 10.26 17.13 10.97  -0.03
17 H 10.81 10.63 10.98  0.12
18 C 11.76 11.18 8.30  -0.14
19 C 8.85 10.47 16.09  -0.03
20 H 11.88 9.86 6.06  0.06
21 H 6.59 10.78 17.35  0.09
22 H 9.56 10.29 15.31  0.07
23 C 11.05 16.22 17.74  -0.12
24 C 9.60 17.98 16.70  -0.03
25 H 14.34 9.54 11.94  0.07
26 H 9.62 14.55 16.13  0.09
27 N 7.88 11.70 14.28  -0.04
28 H 10.76 13.96 11.96  0.06
29 H 14.68 9.55 7.26  0.09
30 C 12.51 19.50 9.27  -0.17
31 H 9.82 15.47 8.92  0.07
32 H 12.92 7.69 11.56  0.08
33 H 9.18 11.31 16.62  0.05
34 C 13.23 16.77 16.85  -0.14
35 C 12.27 8.55 11.63  -0.06
36 H 14.78 10.70 8.50  0.04
37 C 6.52 11.44 16.47  -0.02
38 H 12.51 13.65 12.38  0.10
39 H 10.25 16.28 18.48  0.12
40 C 12.12 11.84 9.63  -0.17
41 H 6.86 13.15 11.29  0.08
42 H 11.39 15.21 17.63  0.11
43 H 13.79 17.64 7.43  0.08
44 H 10.11 16.02 11.04  0.08
45 H 10.35 18.72 17.04  0.06
46 C 14.11 10.36 7.76  -0.03
47 H 11.52 15.23 12.70  0.05
48 C 10.20 18.90 9.17  -0.15
49 H 8.83 9.55 16.72  0.09
50 H 13.25 20.10 9.75  0.11
51 H 11.14 17.38 11.62  0.06
52 H 6.84 12.46 16.76  0.09
53 H 12.45 19.12 14.40  0.11
54 C 12.78 18.75 15.45  -0.02
55 H 5.08 13.34 13.03  0.08
56 H 6.59 8.81 15.60  0.11
57 H 8.84 15.76 14.98  0.10
58 C 10.48 17.43 9.49  -0.51
59 H 5.19 12.49 14.54  0.04
60 H 13.99 11.09 6.90  0.10
61 H 7.73 8.96 14.19  0.16
62 H 11.16 19.65 10.91  0.10
63 C 7.54 12.80 12.08  -0.03
64 N 11.87 17.19 8.93  -0.05
65 H 10.31 19.08 8.10  0.12
66 C 14.12 17.86 8.41  -0.04
67 H 13.42 15.63 14.16  0.07
68 H 9.11 19.04 9.37  0.13
69 C 9.24 15.61 16.02  -0.06
70 H 9.36 17.65 11.40  0.11
71 H 12.85 8.45 6.50  0.09
72 O 11.19 13.71 13.99  -0.13
73 H 7.96 13.77 12.51  0.08
74 H 13.05 18.47 11.58  0.07
75 H 9.28 12.95 14.45  0.05
76 H 14.69 17.07 8.80  0.07
77 C 6.93 9.53 14.87  -0.14
78 H 14.93 9.45 10.29  0.08
79 H 14.61 16.99 14.62  0.10
80 C 10.29 16.60 16.36  -0.48
81 H 14.10 17.35 17.05  0.10
82 N 11.34 16.64 15.28  -0.08
83 H 8.34 15.64 16.72  0.11
84 C 5.75 13.02 13.81  -0.02
85 H 13.55 16.89 11.19  0.07
86 O 12.38 15.84 9.11  -0.04
87 C 11.53 14.14 12.71  -0.18
88 H 10.95 20.89 9.69  0.11
89 H 13.77 19.13 15.64  0.09
90 H 9.10 18.33 15.78  0.08
91 H 5.45 10.98 12.14  0.09
92 C 6.26 10.72 12.72  -0.14
93 H 11.28 8.22 11.43  0.08
94 C 12.68 9.59 10.66  -0.51
95 C 14.18 9.91 10.94  -0.03
96 H 14.69 18.78 8.35  0.10
97 H 12.20 11.39 11.78  0.10
98 H 12.10 15.33 8.33  0.10
99 O 10.82 17.08 14.04  -0.06
100 H 13.42 17.30 13.47  0.04
101 C 12.30 17.00 18.03  -0.18
102 H 4.94 10.25 14.26  0.11
103 H 10.72 10.90 8.30  0.11
104 C 12.99 18.06 9.36  -0.52
105 H 8.84 17.88 17.48  0.08
106 C 11.19 19.87 9.84  -0.17
107 N 12.47 9.06 9.27  -0.06
108 H 6.25 13.80 14.36  0.08
109 H 11.57 12.76 9.80  0.09
110 H 12.74 16.66 18.97  0.12
111 C 12.09 9.20 6.87  -0.05
112 C 5.84 9.76 13.81  -0.20
113 H 12.28 8.94 12.67  0.10
114 H 12.93 7.20 9.49  0.10
115 C 9.55 16.52 8.70  -0.04
116 C 7.50 10.84 15.41  -0.51
117 C 13.61 16.65 14.32  0.01
118 H 13.11 12.21 9.66  0.09
119 H 8.56 16.57 9.14  0.08
120 H 14.36 10.98 11.11  0.08
121 C 6.84 12.07 13.30  -0.49
122 C 11.88 10.90 10.85  -0.11
123 H 11.84 11.90 7.42  0.14
124 H 9.50 16.63 7.64  0.08
125 H 7.03 10.27 12.08  0.12
126 H 12.53 19.84 8.23  0.13

=====

(5)
Below is the molecule C5H12O5, with properties calculated with ωB97M-V with the def2-TZVPD basis set.

Summary:
energy = -15616.69662 eV
multiplicity = 1
relative energy (zero: lowest compared OMol25 entry of this formula, charge and spin) = 42.1 kJ/mol
SMILES string = OC[C@@H](O)[C@H](O)[C@@H](O)CO
total charge = 0
HOMO level = -0.3622 hartree
frontier orbital gap = 10.54 eV

Last column: Löwdin charge in e.
CARTESIAN COORDINATES (ANGSTROEM)
1 O -2.98 0.66 -0.51  -0.06
2 O -0.29 1.04 -0.92  -0.01
3 H -3.35 -0.38 1.23  0.13
4 H -2.54 1.19 1.39  0.13
5 H 2.27 1.39 -0.67  0.13
6 H 1.38 -0.81 1.26  0.16
7 O -1.38 -1.51 -0.14  -0.01
8 H -0.49 -1.80 -0.40  0.08
9 C -0.11 0.52 0.37  -0.29
10 H 3.55 -0.63 -0.37  0.09
11 C 1.25 -0.21 0.36  -0.31
12 C -2.60 0.28 0.79  -0.19
13 O 1.29 -1.11 -0.73  -0.03
14 H 1.03 -0.59 -1.51  0.11
15 H -2.98 -0.16 -1.04  0.10
16 H -0.07 1.33 1.12  0.16
17 H -1.24 1.24 -1.03  0.09
18 C 2.41 0.79 0.24  -0.21
19 O 3.65 0.12 0.22  -0.05
20 C -1.25 -0.45 0.77  -0.32
21 H -1.03 -0.83 1.78  0.15
22 H 2.43 1.46 1.11  0.13

=====

(6)
Below is the molecule C30H47N2O7P, with properties calculated with ωB97M-V with the def2-TZVPD basis set.

Summary:
energy = -58472.20675 eV
multiplicity = 1
relative energy (zero: lowest compared OMol25 entry of this formula, charge and spin) = 0.0 kJ/mol
SMILES string = C=CC(=O)OCCCCCCC1=C(CCCCCCCCCCCCCC)C(=O)C(OC#N)=C(P(=N)(O)O)C1=O
total charge = 0
HOMO level = -0.3536 hartree
frontier orbital gap = 8.17 eV

Last column: Löwdin charge in e.
CARTESIAN COORDINATES (ANGSTROEM)
1 O -0.28 0.14 3.61  -0.11
2 O -3.32 -2.74 1.81  0.09
3 H -2.73 3.97 3.53  0.10
4 H 4.90 -3.93 0.22  0.12
5 P -1.59 -0.73 3.35  0.51
6 C 2.98 -3.29 -0.42  -0.19
7 C -5.58 2.52 -1.44  -0.21
8 H -0.47 -1.21 -1.45  0.10
9 H 5.48 -2.51 -1.52  0.12
10 H 1.68 -1.64 -1.04  0.11
11 H -6.61 2.24 -1.71  0.10
12 C -2.03 -0.64 -2.77  -0.21
13 O -1.96 -4.98 0.62  0.18
14 H -1.52 3.28 0.84  0.06
15 H 2.37 -1.47 0.55  0.12
16 H -1.89 2.44 -4.32  0.10
17 C -1.44 -3.90 0.70  -0.26
18 H -4.29 0.82 -1.81  0.10
19 O 1.23 -2.28 2.77  0.15
20 C 5.13 -1.99 -0.63  -0.20
21 C 9.08 3.76 1.17  0.06
22 H 9.37 4.16 0.20  0.08
23 H -5.48 3.59 -1.67  0.11
24 H -4.92 3.72 2.21  0.10
25 N -2.68 0.12 2.64  -0.11
26 C -0.87 -1.57 -2.40  -0.22
27 C -3.89 -3.69 2.49  -0.31
28 H 4.20 -2.63 1.23  0.11
29 H -3.57 0.19 3.10  0.00
30 H -1.24 1.23 -2.05  0.11
31 H 2.59 -4.25 -0.07  0.12
32 C 0.66 -2.71 0.49  -0.10
33 H -3.08 1.16 -4.48  0.11
34 H -5.50 1.20 0.21  0.11
35 H 3.09 -3.40 -1.50  0.11
36 N -4.48 -4.44 3.14  0.19
37 C 6.52 0.04 -0.23  -0.19
38 C 4.34 -3.00 0.22  -0.21
39 H 8.88 1.91 2.17  0.11
40 C 7.98 1.84 0.15  -0.52
41 C -1.46 3.68 1.85  -0.10
42 O 7.64 2.42 -0.85  0.11
43 H 4.47 -1.18 -0.94  0.11
44 H -2.21 -3.08 -1.72  0.12
45 H -0.34 0.87 2.99  0.07
46 O -1.97 -1.39 4.74  -0.10
47 C -1.95 -2.85 1.65  -0.15
48 O 7.72 0.54 0.38  -0.01
49 H -3.29 1.93 0.42  0.09
50 C 1.92 -2.19 -0.13  -0.12
51 C -0.26 -3.47 -0.11  -0.11
52 H -0.58 0.71 -3.59  0.11
53 C -1.28 -3.04 -2.30  -0.17
54 C -2.82 4.05 2.44  -0.24
55 H 7.23 -2.00 -0.17  0.12
56 C -4.01 2.74 0.56  -0.24
57 H -0.92 2.98 2.49  0.05
58 H -0.83 4.57 1.79  0.07
59 H -5.17 1.38 -3.22  0.11
60 C -0.26 -3.91 -1.54  -0.11
61 H -2.57 -1.02 -3.65  0.12
62 C 8.68 2.49 1.28  -0.07
63 H 5.66 0.60 0.14  0.14
64 H -3.07 5.10 2.25  0.10
65 C -4.62 1.72 -2.34  -0.21
66 H -3.78 3.35 -3.41  0.11
67 H -0.61 -4.94 -1.59  0.12
68 H -2.68 -0.62 -1.90  0.10
69 H 0.74 -3.82 -1.98  0.11
70 C 6.36 -1.42 0.13  -0.17
71 C -1.07 -2.07 2.25  -0.06
72 C -5.38 2.27 0.06  -0.21
73 C -4.00 3.15 2.03  -0.23
74 H 6.57 0.15 -1.31  0.13
75 C -2.48 1.71 -3.75  -0.21
76 C 0.38 -2.35 1.92  -0.31
77 H -2.89 -1.22 4.97  0.09
78 H 9.12 4.39 2.05  0.07
79 H -6.16 2.81 0.61  0.10
80 H 6.17 -1.54 1.19  0.11
81 H -1.48 -3.46 -3.29  0.12
82 H -3.67 3.59 -0.04  0.11
83 H -0.07 -1.46 -3.14  0.12
84 C -1.51 0.78 -3.01  -0.21
85 H -4.06 2.29 2.70  0.08
86 H -2.84 2.93 -1.99  0.10
87 C -3.40 2.51 -2.82  -0.22

=====

no.,LUMO (Ha)
1,0.0159
2,0.0442
3,-0.0153
4,0.0186
5,0.0250
6,-0.0531